Entry from OMol25: C19H16LaN as an isolated structure at a distorted geometry (ωB97M-V/def2-TZVPD).

Highest occupied orbital energy: -14.553 eV
E_LUMO: -7.9 eV
Net charge: +2
HOMO-LUMO gap: 6.7 eV
Energy: -22296.869 eV
Largest force on an atom: 1.2 eV Å⁻¹
Spin multiplicity: 1

Structure (XYZ):
```
37
C19H16LaN | OMol25 | ωB97M-V/def2-TZVPD
La -1.047 0.177 1.636
C -1.059 0.247 4.655
C 0.054 -0.518 4.310
C -0.109 -1.837 3.881
C -1.387 -2.385 3.793
C -2.502 -1.615 4.138
C -2.337 -0.300 4.569
H -0.923 1.230 5.087
H 1.050 -0.125 4.476
H 0.758 -2.452 3.681
H -1.511 -3.427 3.528
H -3.487 -2.065 4.146
H -3.192 0.268 4.913
N 0.035 -0.718 -0.027
C 0.349 -0.173 -1.165
C 1.191 -0.796 -2.176
C 1.162 -0.344 -3.501
C 1.935 -0.971 -4.461
C 2.753 -2.035 -4.100
C 2.791 -2.489 -2.784
C 2.004 -1.880 -1.827
C -0.160 1.230 -1.356
C 0.699 2.267 -1.694
C 0.240 3.583 -1.684
C -1.077 3.873 -1.359
C -1.954 2.841 -1.056
C -1.496 1.526 -1.032
H 0.518 0.480 -3.784
H 1.901 -0.634 -5.489
H 3.366 -2.517 -4.851
H 3.433 -3.317 -2.513
H 2.011 -2.226 -0.801
H 1.728 2.047 -1.950
H 0.919 4.386 -1.945
H -1.429 4.896 -1.378
H -3.002 3.056 -0.884
H -2.225 0.717 -0.999
```